Density functional theory data (the ωB97M-V functional and the def2-TZVPD basis) for 15 unconnected molecules or ions with the total composition C5H42N2O14 at a distorted geometry.

Values from the calculation:
* HOMO energy: -0.336 Eh
* max |F|: 3.75 eV/A
* energy above the lowest of the compared OMol25 structures with the same formula, charge and spin: 369.0 kJ/mol
* M: 354.39 g mol⁻¹
* LUMO energy: 0.2 eV
* net charge: 0
* frontier orbital gap: 9.33 eV

```
63
Properties=species:S:1:pos:R:3:nbo_charge:R:1
C 1.61 1.94 1.80 -0.62
C 1.20 1.83 0.33 -0.05
C -0.26 2.18 0.26 -0.41
C -0.69 3.63 0.64 -0.41
C -2.09 3.54 1.38 -0.21
N -2.93 3.05 0.23 -0.87
N 1.53 0.59 -0.36 -0.90
H 1.96 0.95 2.08 0.21
H 0.79 2.15 2.47 0.21
H 2.44 2.50 2.13 0.21
H 1.89 2.65 -0.07 0.17
H -0.90 1.52 0.86 0.19
H -0.66 2.07 -0.76 0.21
H -0.02 4.01 1.47 0.20
H -0.85 4.17 -0.29 0.20
H -2.44 4.53 1.72 0.18
H -2.07 2.76 2.14 0.19
H -3.36 3.67 -0.39 0.37
H -3.61 2.46 0.60 0.35
H 1.83 0.58 -1.37 0.38
H 1.98 -0.10 0.19 0.39
H 0.53 -4.51 2.13 0.50
H 1.59 -3.81 3.03 0.49
O 1.47 -4.48 2.34 -0.98
H -2.67 -0.94 1.22 0.46
H -4.06 -0.39 1.21 0.48
O -3.49 -1.02 1.70 -0.94
H 3.48 -2.81 1.27 0.51
H 2.79 -3.99 0.92 0.51
O 2.91 -3.11 0.53 -0.99
H -1.82 -0.34 -1.05 0.50
H -0.32 -0.32 -1.21 0.51
O -1.03 -0.95 -1.06 -1.00
H 2.05 0.02 -2.95 0.47
H 1.19 -0.94 -3.63 0.50
O 1.32 0.02 -3.54 -0.97
H -1.85 2.19 -3.32 0.49
H -1.94 3.39 -2.35 0.45
O -2.43 2.64 -2.68 -1.00
H -0.28 1.09 -4.33 0.51
H -0.02 2.19 -3.39 0.48
O -0.60 1.99 -4.11 -0.93
H -0.75 -2.69 -3.82 0.46
H -0.66 -1.94 -2.56 0.49
O -0.77 -1.79 -3.50 -0.96
H -4.22 1.53 -1.90 0.49
H -4.04 0.91 -3.31 0.48
O -4.51 0.83 -2.49 -0.96
H 1.07 -2.97 0.68 0.51
H -0.28 -2.32 0.13 0.50
O 0.11 -2.70 0.91 -1.04
H 3.07 -1.58 3.05 0.49
H 4.28 -0.69 3.09 0.48
O 3.92 -1.44 2.63 -0.98
H -1.61 -0.63 2.83 0.49
H -0.54 -1.28 2.19 0.49
O -0.63 -0.79 3.04 -0.99
H 3.09 -2.01 -0.84 0.52
H 3.91 -0.78 -1.58 0.48
O 3.14 -1.32 -1.51 -1.01
H 1.02 -2.07 4.79 0.49
H 1.09 -1.69 3.46 0.49
O 1.71 -1.81 4.17 -0.97
```